Here is 6 unconnected molecules or ions with the total composition C21H35N6O7P2S from OMol25. Energies are from ωB97M-V with the def2-TZVPD basis set.

Calculated total energy in a.u.: -2757.18598
Charge: +1
Relative energy (zero: lowest compared OMol25 entry of this formula, charge and spin) in kcal per mole: 0.00
HOMO-LUMO gap in eV: 7.7
LUMO energy in eV: -3.54

The geometry in XYZ format:
```
72
Properties=species:S:1:pos:R:3:forces:R:3:lowdin_charge:R:1
S -2.067 0.606 -3.367 0.3 -0.2 0.0 0.430
P -1.224 1.459 -1.864 -1.5 -0.7 -1.5 0.241
P -3.445 -0.703 -0.678 -1.8 1.9 -0.2 0.421
O -3.881 0.675 -0.876 0.8 0.2 0.3 -0.268
O 0.089 2.191 -2.414 0.2 -0.1 0.8 -0.208
O 4.006 2.565 -1.183 0.5 -0.1 -0.5 -0.093
O -3.611 -1.643 -1.936 0.7 -1.0 0.8 -0.142
O -4.406 -1.328 0.433 0.5 -0.9 -0.6 -0.130
O 0.216 -2.577 2.271 -0.1 -1.1 -1.8 -0.102
O -2.039 2.664 -1.227 1.2 -0.1 0.4 -0.149
N -0.052 -1.401 4.269 -0.2 1.0 1.5 0.193
N -0.755 -3.237 -3.461 -0.3 0.0 0.0 0.127
N 5.886 6.841 -1.119 0.0 0.0 -0.1 0.138
N -1.293 -1.665 0.837 -0.1 -0.1 0.3 0.038
N 2.687 3.680 1.089 0.0 0.5 0.1 0.154
N -6.646 -3.791 0.720 0.1 0.2 0.2 0.133
C 1.484 -3.245 2.123 0.8 -0.7 0.3 -0.189
C -0.719 0.337 6.099 0.0 0.0 0.0 -0.052
C 1.661 1.186 -0.294 0.1 -0.4 -0.2 -0.170
C -6.964 -3.102 1.584 0.1 -0.1 -0.2 -0.274
C -0.776 0.230 -0.540 0.5 0.3 0.5 -0.146
C -0.054 -1.669 1.365 0.8 0.2 0.4 -0.308
C 5.966 5.922 -1.803 0.0 0.0 0.1 -0.279
C -0.347 -0.634 5.076 0.0 -0.1 -0.2 -0.205
C 0.542 0.223 0.029 0.0 0.4 0.1 -0.129
C 2.876 6.057 0.032 -0.1 0.0 0.0 -0.042
C -2.631 -3.869 -5.161 0.0 0.0 0.0 -0.053
C 4.006 1.140 -1.156 -0.7 0.7 0.3 -0.233
C -1.582 -3.514 -4.210 0.2 0.0 0.1 -0.283
C 2.761 4.735 0.634 0.0 -0.1 0.2 -0.219
C 6.032 4.717 -2.619 0.1 0.0 -0.1 -0.068
C -7.334 -2.201 2.670 -0.1 0.0 0.0 -0.057
C 0.872 -0.712 0.991 -0.5 0.2 -0.7 0.083
C -1.686 -0.715 -0.075 0.1 -0.3 -0.2 -0.131
C 2.585 0.630 -1.414 0.3 -0.1 1.0 -0.135
C -2.173 -2.753 1.312 -0.2 -0.6 -0.5 0.041
C 1.702 -3.943 0.779 0.4 0.1 0.3 -0.039
H 2.619 -0.456 -1.277 -0.1 0.0 -0.4 0.120
H 3.381 6.738 0.714 0.1 0.0 0.0 0.094
H -1.727 0.703 5.914 0.0 0.0 0.0 0.087
H -6.759 -1.280 2.593 0.0 0.0 0.0 0.082
H -3.254 -4.658 -4.745 0.0 0.0 0.0 0.089
H 6.475 3.911 -2.039 0.0 0.0 0.0 0.081
H 6.638 4.894 -3.506 0.0 0.0 0.0 0.085
H -3.249 -2.998 -5.370 0.0 0.0 0.0 0.088
H 0.485 1.585 -3.056 0.0 0.3 -0.2 0.059
H 5.029 4.425 -2.920 0.0 -0.1 0.0 0.073
H 2.290 1.242 0.597 -0.2 0.1 0.0 0.092
H -8.395 -1.965 2.608 0.0 0.0 0.0 0.089
H -4.789 -2.160 0.101 -0.3 0.0 0.4 0.060
H -1.590 -3.651 1.488 0.3 0.2 0.1 0.111
H 1.854 -0.687 1.437 -0.1 -0.1 0.1 0.143
H 1.489 -4.010 2.897 -0.2 0.2 0.1 0.131
H 4.710 0.750 -1.888 0.1 0.1 0.0 0.122
H 1.277 -3.426 -0.081 -0.2 -0.1 0.1 0.078
H 4.290 0.836 -0.143 0.2 -0.4 -0.2 0.122
H 3.900 2.900 -0.285 -0.1 -0.1 -0.1 0.021
H -2.792 -1.702 -2.462 -0.2 0.2 -0.2 0.006
H 2.781 -3.979 0.608 0.0 0.0 0.0 0.087
H -0.684 -0.131 7.080 0.0 0.0 0.0 0.090
H 2.244 0.894 -2.410 0.1 -0.1 -0.1 0.102
H -1.401 3.242 -0.774 -0.4 0.3 0.0 0.097
H 2.333 -2.606 2.375 -0.3 0.4 -0.1 0.117
H -2.699 -2.486 2.223 0.0 0.2 -0.1 0.118
H -2.183 -4.218 -6.089 0.0 0.0 0.0 0.089
H 1.887 6.448 -0.200 0.0 0.0 0.0 0.091
H 3.457 5.983 -0.883 0.0 0.1 0.0 0.054
H -0.027 1.177 6.080 0.0 0.0 0.0 0.088
H -7.130 -2.675 3.629 0.0 0.0 0.0 0.086
H 1.380 -4.981 0.842 -0.3 0.1 -0.3 0.083
H -2.855 -3.014 0.514 -0.1 0.1 0.1 0.083
H 1.326 2.198 -0.488 0.0 -0.1 -0.1 0.087
```
Positions in Å, forces in eV/Å.


Here is a single C21H35NO5 molecule from OMol25. Energies are from ωB97M-V with the def2-TZVPD basis set.

Calculated total energy in a.u.: -1252.16136
Structure (SMILES): CCC(=O)c1cn([C@H](CCC(OC)OC)CC(=O)OC(C)(C)C)cc1CC
Charge: 0
Relative energy (zero: lowest compared OMol25 entry of this formula, charge and spin) in kcal per mole: 3.00
HOMO-LUMO gap in eV: 9.0
LUMO energy in eV: 0.58

The geometry in XYZ format:
```
62
Properties=species:S:1:pos:R:3:forces:R:3:lowdin_charge:R:1
O 1.426 3.641 -0.330 0.1 0.1 0.1 -0.128
O 2.727 -2.588 1.072 0.1 -0.1 0.1 0.114
O 3.505 -1.334 -0.637 0.3 0.3 -0.3 0.033
O -0.083 3.002 1.327 0.0 -0.2 -0.2 -0.135
O -5.667 -0.922 -0.427 0.0 0.0 -0.1 0.085
N -1.113 -1.110 -0.066 -0.2 -0.2 0.1 -0.060
C 4.900 -1.346 -0.225 0.6 0.0 0.2 -0.564
C 1.053 2.647 0.589 0.3 -0.4 0.0 -0.424
C -3.673 -0.352 -2.593 0.0 0.2 0.0 -0.201
C -4.957 -1.656 1.739 -0.5 0.0 -0.1 -0.185
C 0.772 1.288 -0.063 0.0 0.4 0.4 -0.101
C -4.148 1.099 -2.504 0.0 -0.2 -0.1 -0.090
C 0.458 3.943 -1.320 0.0 0.0 0.0 -0.084
C 2.567 -1.954 0.062 -0.7 -0.1 -0.1 -0.498
C -6.438 -1.781 2.072 0.2 0.0 0.0 -0.104
C -4.736 -1.180 0.309 0.2 -0.2 0.5 -0.362
C 1.209 -1.739 -0.588 0.0 0.0 0.3 -0.027
C -3.340 -1.065 -0.097 0.4 0.2 -0.4 -0.103
C 0.681 0.194 0.996 -0.1 -0.1 -0.2 -0.104
C 5.610 -0.526 -1.302 -0.4 -0.2 0.2 -0.020
C 5.041 -0.677 1.142 -0.2 -0.2 -0.2 -0.016
C 0.112 4.101 2.190 0.1 0.1 0.0 -0.076
C -1.495 -0.756 -1.329 -0.3 0.0 -0.5 -0.035
C 5.429 -2.778 -0.199 -0.3 0.1 0.0 -0.017
C -2.219 -1.293 0.682 -0.4 0.0 0.1 -0.009
C -2.859 -0.720 -1.399 0.0 -0.1 0.0 -0.172
C 0.233 -1.176 0.452 0.6 0.1 0.4 -0.255
H -6.913 -2.493 1.403 -0.1 0.0 0.0 0.076
H -0.543 3.991 -0.885 0.0 0.0 -0.1 0.095
H 0.856 3.862 2.958 0.0 0.0 0.0 0.093
H -6.932 -0.821 1.944 -0.1 0.0 0.0 0.075
H -4.802 1.216 -1.645 -0.1 0.1 0.1 0.066
H -4.457 -2.619 1.862 0.1 0.0 0.0 0.118
H 4.614 0.324 1.113 0.0 0.1 0.0 0.087
H -0.041 0.514 1.750 0.1 -0.1 0.1 0.126
H 6.673 -0.472 -1.086 0.1 0.0 0.0 0.090
H 4.529 -1.260 1.903 0.0 0.0 0.1 0.082
H -4.701 1.371 -3.400 -0.1 0.1 -0.1 0.069
H -3.301 1.775 -2.397 0.1 0.1 0.0 0.068
H 1.330 -1.073 -1.440 -0.1 0.0 0.0 0.113
H -0.781 -0.574 -2.107 0.2 0.0 -0.1 0.128
H 4.918 -3.358 0.565 0.0 0.0 0.0 0.080
H -0.177 1.357 -0.595 0.0 0.0 -0.1 0.114
H 1.933 2.574 1.253 -0.2 0.0 -0.1 0.164
H -2.141 -1.572 1.714 0.1 -0.1 0.2 0.133
H 0.444 4.985 1.638 0.0 0.0 0.1 0.091
H 0.471 3.202 -2.125 0.0 0.0 0.0 0.087
H 5.469 -0.987 -2.275 0.0 0.0 -0.1 0.088
H 6.092 -0.604 1.404 0.1 0.0 0.0 0.091
H 5.270 -3.253 -1.165 0.0 0.0 -0.1 0.093
H -4.547 -1.001 -2.648 0.1 0.0 -0.1 0.106
H -4.477 -0.942 2.412 0.1 0.0 0.0 0.118
H -3.071 -0.490 -3.495 0.0 0.0 0.0 0.108
H -0.852 4.297 2.656 0.1 0.1 0.1 0.092
H -6.574 -2.115 3.098 0.0 0.0 0.1 0.069
H 0.732 4.916 -1.722 -0.1 0.0 -0.1 0.091
H 0.223 -1.875 1.299 0.0 0.1 -0.2 0.155
H 5.203 0.481 -1.333 0.0 0.1 0.0 0.087
H 1.578 1.087 -0.770 0.0 0.0 -0.1 0.128
H 1.648 0.068 1.485 0.1 0.0 0.1 0.121
H 0.838 -2.705 -0.937 0.0 0.0 0.0 0.144
H 6.493 -2.770 0.018 0.1 0.0 0.0 0.091
```
Positions in Å, forces in eV/Å.


Here is 4 unconnected molecules or ions with the total composition C21H36BBrClO11 from OMol25. Energies are from ωB97M-V with the def2-TZVPD basis set.

Calculated total energy in a.u.: -4708.68060
Charge: -1
HOMO-LUMO gap in eV: 7.4
LUMO energy in eV: 2.20

The geometry in XYZ format:
```
71
Properties=species:S:1:pos:R:3:forces:R:3:lowdin_charge:R:1
Br 4.241 -3.522 -3.320 0.1 -0.1 0.0 0.518
Cl 3.651 -0.956 -5.315 0.0 0.0 0.0 0.589
O 1.874 -2.030 -2.861 0.0 0.3 -0.2 -0.028
O 0.745 3.090 2.032 0.1 0.1 0.1 0.098
O -0.509 -5.794 -0.006 -0.1 0.0 0.0 0.056
O 2.281 -1.185 -0.687 0.4 0.7 -0.3 -0.072
O -4.805 6.807 4.688 0.1 0.0 0.1 0.087
O -0.387 -4.680 -1.927 -0.2 -0.2 0.0 0.054
O -6.299 8.127 5.735 -0.1 0.1 0.0 0.156
O -0.761 4.422 3.046 0.1 0.1 0.0 0.139
O -5.634 6.183 6.654 0.0 -0.1 0.0 0.056
O -0.090 2.504 4.005 0.0 -0.1 0.0 0.054
O -1.705 -3.893 -0.296 -0.4 -0.2 0.3 0.160
C -0.949 -4.708 -0.704 0.4 0.2 -0.3 -0.575
C 3.787 -0.666 -3.551 -0.3 -0.1 0.2 -0.678
C 0.682 -5.630 -1.969 0.2 -0.2 -0.1 -0.325
C -2.419 0.180 -1.953 0.0 0.0 0.2 -0.090
C 0.854 -6.189 -3.357 -0.1 0.2 -0.2 -0.020
C 0.029 -0.458 -1.891 0.1 -0.7 0.3 -0.109
C -4.925 5.048 6.136 0.0 0.0 0.1 -0.096
C -1.567 -1.769 -3.285 0.1 -0.1 0.5 -0.070
C -3.657 4.786 3.940 -0.3 0.2 -0.2 -0.024
C 3.150 0.686 -3.208 0.6 0.4 0.2 -0.243
C 0.633 1.360 3.518 0.0 0.0 0.1 -0.088
C -4.012 5.673 5.103 0.0 -0.2 -0.1 -0.316
C 1.548 1.969 2.477 0.0 -0.3 -0.2 -0.310
C -0.094 3.435 3.022 0.1 0.0 -0.1 -0.567
C -1.418 -0.989 -1.966 0.2 0.5 -0.9 -0.429
C 3.459 -1.719 -1.227 -0.6 -0.1 0.5 -0.240
C 0.224 -6.623 -0.917 0.1 0.0 0.1 -0.098
C 3.169 -1.803 -2.729 0.1 -0.7 0.1 -0.783
C 1.908 1.046 1.344 -0.1 0.3 -0.1 -0.012
C -5.642 7.139 5.693 0.1 0.0 -0.1 -0.575
C 3.956 1.443 -2.143 -0.3 -0.3 -0.2 -0.089
B 1.143 -1.633 -1.555 -0.6 0.4 0.3 -0.607
H -1.604 -1.693 -1.158 -0.1 0.1 0.2 0.099
H -5.646 4.359 5.688 0.0 0.0 -0.1 0.137
H 5.006 1.498 -2.425 0.1 0.1 0.0 0.073
H 3.597 -2.721 -0.812 0.3 -0.2 -0.2 0.091
H 3.871 0.941 -1.182 0.0 0.1 0.1 0.044
H 1.593 -5.115 -1.652 0.0 0.0 0.0 0.150
H 3.554 2.451 -2.049 0.1 0.1 0.1 0.073
H 2.446 2.383 2.944 0.0 0.0 0.1 0.155
H 2.346 0.126 1.730 0.0 0.0 0.0 0.098
H 2.627 1.507 0.670 0.0 0.0 0.0 0.077
H -3.281 0.001 -2.597 -0.1 -0.1 0.0 0.056
H -3.106 6.062 5.575 0.0 0.0 0.0 0.160
H 3.163 1.292 -4.111 -0.2 0.0 -0.1 0.088
H -4.546 4.566 3.345 -0.1 -0.1 0.1 0.095
H 1.258 -5.428 -4.024 0.1 0.0 0.1 0.081
H -0.452 -7.378 -1.329 0.0 0.0 -0.1 0.132
H -1.084 -2.740 -3.184 0.0 0.0 -0.1 0.061
H -2.798 0.389 -0.950 0.0 0.0 0.1 0.064
H 4.352 -1.130 -1.004 0.0 0.1 0.1 0.117
H -1.076 -1.241 -4.102 -0.1 0.1 -0.1 0.080
H -4.391 4.545 6.938 0.0 0.1 0.1 0.135
H -0.077 0.655 3.080 0.0 0.0 -0.1 0.143
H 0.232 -0.042 -2.882 0.1 0.3 0.0 0.085
H 1.034 0.785 0.750 0.0 -0.1 0.1 0.081
H -1.940 1.092 -2.313 0.0 0.1 -0.1 0.066
H 1.537 -7.039 -3.344 0.0 0.0 0.0 0.087
H -2.936 5.269 3.291 0.1 0.0 0.0 0.069
H 0.085 0.366 -1.170 0.0 0.0 0.1 0.083
H 1.165 0.882 4.336 0.0 0.1 0.1 0.135
H -3.220 3.853 4.293 0.1 0.0 0.0 0.090
H 0.540 -2.559 -1.029 0.4 -0.2 -0.1 0.113
H 4.844 -0.627 -3.301 0.1 -0.1 -0.3 0.089
H -0.109 -6.508 -3.760 0.0 -0.1 0.1 0.088
H -2.622 -1.909 -3.525 -0.1 -0.2 -0.1 0.064
H 2.131 0.571 -2.866 -0.2 -0.1 -0.1 0.088
H 1.043 -7.113 -0.396 0.0 0.1 0.1 0.133
```
Positions in Å, forces in eV/Å.


HOMO level, record by record: -11.3; -8.4; -5.2 eV